Computed, not measured: 2 unconnected molecules or ions with the total composition C4H9O3 in a non-equilibrium geometry, with ωB97M-V with the def2-TZVPD basis set.

Results
Total charge: -1

```
16
Properties=species:S:1:pos:R:3:forces:R:3:nbo_charge:R:1
C 2.793 1.152 0.436 -0.2 -1.2 -0.6 -0.737
C 2.241 -0.181 1.024 1.0 -0.1 1.8 0.772
O 1.296 -0.738 0.439 -0.5 0.0 -0.5 -0.818
O 2.795 -0.554 2.101 -0.3 0.3 -0.8 -0.795
H 3.796 1.334 0.798 0.1 0.1 0.2 0.200
H 2.117 1.935 0.739 -0.2 0.5 0.0 0.199
H 2.807 1.053 -0.656 -0.1 0.3 0.1 0.193
C -1.499 -0.396 -0.996 0.2 0.9 2.0 -0.055
C -2.851 -0.061 -0.297 0.1 -0.9 -1.6 -0.636
O -1.111 -1.670 -0.569 -0.1 -1.0 0.0 -0.764
H -1.465 -0.410 -2.084 -0.6 0.2 -0.1 0.155
H -0.796 0.386 -0.656 0.2 -0.5 -0.3 0.180
H -3.541 -0.827 -0.637 -0.4 -0.2 -0.1 0.190
H -0.510 -1.670 0.197 0.3 0.7 -0.5 0.520
H -3.280 0.892 -0.615 0.2 0.2 0.4 0.186
H -2.792 -0.242 0.777 0.3 0.6 0.0 0.211
```
Positions in Å, forces in eV/Å.


Computed, not measured: 2 unconnected molecules or ions with the total composition C4H9O3 in a non-equilibrium geometry, with ωB97M-V with the def2-TZVPD basis set.

Results
Total charge: -1

```
16
Properties=species:S:1:pos:R:3:forces:R:3:nbo_charge:R:1
C -0.980 -1.067 0.314 -0.1 0.2 2.6 -0.055
C -2.518 -1.267 0.295 1.9 0.1 -0.2 -0.639
O -0.603 0.250 0.663 -0.2 0.5 -1.6 -0.811
H -0.598 -1.604 1.214 -0.1 -0.7 -0.8 0.131
H -0.487 -1.372 -0.590 0.2 -0.3 -0.5 0.172
H -2.852 -0.680 -0.552 -0.7 0.1 0.1 0.203
H -0.198 0.635 -0.226 -0.4 0.0 0.9 0.503
H -2.839 -0.910 1.275 -0.5 0.0 -0.3 0.202
H -2.715 -2.330 0.144 -0.3 0.0 0.1 0.184
C 2.123 1.435 0.312 -0.1 -0.4 -2.6 -0.756
C 1.802 0.923 -1.166 -0.8 0.7 0.5 0.796
O 2.745 0.531 -1.853 0.2 0.0 -0.1 -0.743
O 0.559 0.942 -1.494 0.7 -0.1 0.1 -0.815
H 2.052 0.505 0.830 0.2 -0.2 1.0 0.222
H 1.395 2.160 0.620 -0.3 0.2 0.4 0.204
H 3.113 1.851 0.212 0.4 0.0 0.5 0.200
```
Positions in Å, forces in eV/Å.


Computed, not measured: 2 unconnected molecules or ions with the total composition C4H9O3 in a non-equilibrium geometry, with ωB97M-V with the def2-TZVPD basis set.

Results
Total charge: -1

```
16
Properties=species:S:1:pos:R:3:forces:R:3:nbo_charge:R:1
C 1.055 -1.369 -0.569 -1.3 -1.4 -0.5 -0.033
C 0.301 -2.448 0.271 0.2 0.6 -1.2 -0.650
O 1.919 -0.783 0.293 0.7 2.9 0.6 -0.804
H 1.618 -1.855 -1.443 -0.7 0.4 0.9 0.112
H 0.276 -0.669 -0.987 0.9 -0.4 0.1 0.157
H 0.215 -3.296 -0.391 -0.8 -0.7 0.1 0.172
H 1.480 0.171 0.468 0.6 -1.1 0.0 0.517
H -0.611 -2.055 0.728 -0.1 -0.2 -0.5 0.215
H 0.937 -2.695 1.094 0.6 -0.4 0.4 0.205
C -1.329 2.608 -0.277 0.4 -1.4 -0.9 -0.735
C -0.624 1.524 0.574 4.6 3.6 -3.1 0.793
O -1.322 0.934 1.299 -3.0 -3.3 3.5 -0.701
O 0.666 1.430 0.389 -1.3 0.1 0.1 -0.838
H -1.932 3.229 0.313 -1.4 0.4 1.1 0.194
H -1.922 1.963 -0.953 -0.1 0.8 0.0 0.203
H -0.726 3.310 -0.808 0.9 0.0 -0.7 0.192
```
Positions in Å, forces in eV/Å.


Computed, not measured: 2 unconnected molecules or ions with the total composition C4H9O3 in a non-equilibrium geometry, with ωB97M-V with the def2-TZVPD basis set.

Results
Total charge: -1

```
16
Properties=species:S:1:pos:R:3:forces:R:3:nbo_charge:R:1
C -0.137 -1.276 1.878 -1.6 -2.4 3.7 -0.223
O 0.005 0.027 2.129 1.7 4.4 -0.3 -0.799
H 0.826 0.468 1.600 -2.1 -1.9 0.6 0.530
H -0.016 -1.866 2.955 -0.7 0.9 -2.2 0.098
H 0.725 -1.590 1.386 0.9 -1.3 -1.8 0.194
H -1.198 -1.514 1.479 1.8 -0.1 0.2 0.150
C -0.071 -0.068 -1.166 1.3 1.2 2.4 -0.553
C -1.109 1.093 -1.294 0.4 -2.9 1.6 -0.604
C 1.459 0.530 -0.948 -2.5 -1.3 -1.6 0.804
O 2.033 0.965 -1.950 0.2 0.4 -0.1 -0.765
O 1.878 0.312 0.191 1.2 0.5 2.1 -0.816
H -0.212 -0.713 -0.160 -0.1 1.2 -3.4 0.216
H 0.051 -0.526 -2.150 -0.5 -0.7 0.4 0.204
H -2.100 0.802 -1.037 -1.1 -0.9 -0.2 0.178
H -1.092 1.442 -2.242 -0.1 1.1 -3.2 0.193
H -1.040 1.913 -0.672 1.2 1.8 1.7 0.196
```
Positions in Å, forces in eV/Å.


Computed, not measured: 2 unconnected molecules or ions with the total composition C4H9O3 in a non-equilibrium geometry, with ωB97M-V with the def2-TZVPD basis set.

Results
Total charge: -1

```
16
Properties=species:S:1:pos:R:3:forces:R:3:nbo_charge:R:1
C -0.890 2.255 0.564 0.2 -1.7 -3.4 -0.093
C -1.928 1.114 0.771 -1.0 1.9 -0.2 -0.642
O -0.161 1.899 -0.682 -0.2 -0.1 0.2 -0.825
H -1.337 3.312 0.339 1.1 -1.9 1.1 0.171
H -0.089 2.024 1.234 0.1 1.4 1.6 0.191
H -2.740 1.460 1.447 -0.1 0.0 -0.7 0.180
H 0.393 1.020 -0.609 -0.6 1.2 0.2 0.521
H -1.500 0.338 1.360 0.7 -0.9 -0.1 0.209
H -2.273 0.763 -0.244 0.1 0.4 1.3 0.222
C -0.473 -1.624 -0.407 0.5 -0.1 -0.3 -0.768
C 1.056 -1.426 -0.168 -1.7 2.5 0.4 0.786
O 1.592 -2.349 0.425 1.4 -0.4 0.1 -0.742
O 1.473 -0.270 -0.583 0.2 -1.6 0.6 -0.825
H -0.342 -2.508 -1.093 -1.3 1.0 0.2 0.215
H -0.881 -0.652 -0.758 0.1 -1.3 -0.6 0.207
H -1.060 -1.905 0.490 0.6 -0.2 -0.3 0.192
```
Positions in Å, forces in eV/Å.


Computed, not measured: 2 unconnected molecules or ions with the total composition C4H9O3 in a non-equilibrium geometry, with ωB97M-V with the def2-TZVPD basis set.

Results
Total charge: -1

```
16
Properties=species:S:1:pos:R:3:forces:R:3:nbo_charge:R:1
O -1.587 1.503 -0.273 1.3 1.4 -0.4 -0.791
C -0.662 2.289 -0.667 -0.1 -1.4 -0.3 0.620
O 0.583 2.054 -0.825 -1.5 0.7 0.2 -0.797
H -1.006 3.292 -1.008 0.0 0.2 0.2 0.013
C 0.295 -0.189 1.040 0.0 -0.8 0.7 -0.093
O 1.078 -0.710 2.123 0.7 0.0 1.9 -0.778
C 0.276 -1.411 0.131 0.0 0.0 -0.3 -0.404
C -0.242 -0.987 -1.237 -0.7 -0.8 -0.9 -0.632
H -0.726 0.117 1.346 0.6 -0.3 -0.1 0.182
H 0.790 0.655 0.579 0.0 0.0 -0.1 0.224
H 1.239 -0.112 2.878 -0.5 -0.1 -1.0 0.455
H 1.312 -1.724 -0.070 -0.1 0.0 0.6 0.185
H -0.229 -2.234 0.713 0.2 0.6 -1.0 0.180
H 0.079 0.050 -1.347 0.0 -0.2 -0.5 0.267
H 0.139 -1.621 -2.103 -0.4 0.6 1.1 0.165
H -1.340 -0.970 -1.281 0.3 0.0 -0.1 0.204
```
Positions in Å, forces in eV/Å.


Computed, not measured: a molecular structure, C4H9O4Tb in a non-equilibrium geometry, with ωB97M-V with the def2-TZVPD basis set.

Results
Expectation value of S²: 16.788
Total charge: +1
Multiplicity: 8

```
18
Properties=species:S:1:pos:R:3:forces:R:3:lowdin_spin:R:1
C -2.380 -1.640 -1.057 -0.2 0.3 -0.7 -0.090
O -1.088 -1.162 -1.243 0.0 0.2 0.1 -0.762
H -2.642 -2.210 -1.963 0.0 0.0 0.4 -0.013
H -2.410 -2.333 -0.200 0.1 0.1 0.0 -0.050
H -3.093 -0.816 -0.897 0.2 -0.2 0.2 -0.013
O 3.503 0.799 0.721 -0.4 1.4 -0.2 0.032
O 0.141 2.448 -0.323 2.3 0.7 0.7 0.029
C -0.815 1.515 -0.212 -0.7 -2.8 0.4 -0.010
C -0.143 0.009 -0.105 -1.5 2.8 -0.2 -0.008
O 1.357 0.278 1.301 0.1 2.1 -0.2 0.005
C 2.689 -0.222 1.174 -0.4 -1.7 0.3 0.011
Tb 2.082 2.301 0.612 -0.7 -1.3 -0.2 7.882
H -1.475 1.452 -1.096 0.1 0.2 0.2 -0.001
H -1.429 1.585 0.707 0.1 0.4 -0.4 0.001
H 0.680 0.077 -0.833 -0.4 -1.7 0.7 0.000
H -0.664 -0.411 0.775 1.3 -1.1 -0.9 -0.013
H 3.011 -0.590 2.173 -0.1 0.2 -0.5 0.001
H 2.677 -1.081 0.467 0.1 0.4 0.2 0.000
```
Positions in Å, forces in eV/Å.


Computed, not measured: a molecular structure, C4H9P in a non-equilibrium geometry, with ωB97M-V with the def2-TZVPD basis set.

Results
Total charge: 0

```
14
Properties=species:S:1:pos:R:3:forces:R:3:nbo_charge:R:1
C 0.017 0.049 1.038 -2.1 1.2 -0.1 -0.209
C -0.576 0.516 -0.076 1.5 -4.2 -2.3 -0.181
C -0.387 0.619 2.439 2.2 2.2 -4.1 -0.638
C -0.266 -0.604 -1.626 -2.1 2.0 3.7 -0.708
P 1.137 0.127 -2.479 -0.7 2.2 0.5 0.361
H 0.703 -0.756 0.938 0.5 -0.6 0.1 0.194
H -1.356 1.237 -0.183 -0.2 0.5 0.1 0.193
H -0.947 -0.036 3.007 -1.9 -1.2 0.8 0.215
H -0.863 1.594 1.988 0.6 -1.5 2.3 0.223
H 0.554 0.705 2.998 -0.3 0.9 0.0 0.213
H -1.173 -0.590 -2.269 0.5 0.1 0.6 0.222
H -0.165 -1.604 -1.144 0.1 0.8 -0.6 0.217
H 1.294 -1.005 -3.112 0.9 -2.4 -2.0 -0.057
H 2.030 -0.252 -1.520 1.0 -0.1 0.8 -0.044
```
Positions in Å, forces in eV/Å.


Computed, not measured: a single C4H9P molecule in a non-equilibrium geometry, with ωB97M-V with the def2-TZVPD basis set.

Results
Total charge: 0

```
14
Properties=species:S:1:pos:R:3:forces:R:3:nbo_charge:R:1
C -0.016 -0.306 -0.691 -2.3 6.1 0.3 -0.019
C -0.554 -0.888 -1.911 1.9 -2.9 1.1 -0.707
C 0.387 -1.061 0.437 0.6 -1.7 3.9 -0.746
C 0.108 2.423 1.073 -0.7 0.9 -2.3 -0.977
P -0.620 1.838 -0.543 2.0 -4.8 0.0 0.420
H 0.332 -1.372 -2.439 -1.3 0.3 0.1 0.217
H -0.967 -0.133 -2.451 -1.1 1.9 -2.1 0.222
H -1.336 -1.646 -1.670 0.6 0.2 -0.3 0.213
H -0.127 -2.067 0.436 0.3 0.8 0.1 0.215
H 0.231 -0.618 1.549 0.2 -0.6 -2.7 0.231
H 1.462 -1.344 0.427 -0.3 0.2 -0.1 0.236
H -0.188 3.430 0.806 0.3 1.0 0.4 0.227
H -0.555 2.222 1.857 -0.5 -0.8 1.6 0.227
H 1.164 2.468 1.270 0.3 -0.5 0.1 0.239
```
Positions in Å, forces in eV/Å.


Computed, not measured: a molecular structure, C4HF12KO13S4, with ωB97M-V with the def2-TZVPD basis set.

Results
Total charge: -4

```
35
Properties=species:S:1:pos:R:3:forces:R:3:nbo_charge:R:1
K -1.849 -0.033 0.139 0.2 0.1 0.1 0.962
O -4.604 0.704 0.942 0.2 0.0 -0.2 -1.366
H -3.855 0.449 1.493 -0.3 0.1 0.4 0.377
C 0.639 1.986 4.254 0.0 0.3 -0.2 0.660
F -0.484 2.712 4.500 0.3 -0.1 0.0 -0.352
F 1.261 2.562 3.211 -0.2 -0.1 0.4 -0.324
F 1.447 2.161 5.343 -0.1 0.1 -0.2 -0.367
S 0.258 0.197 3.976 -0.5 0.3 0.5 2.374
O 1.546 -0.348 3.663 0.3 -0.2 0.0 -0.968
O -0.272 -0.145 5.291 0.0 -0.1 -0.1 -1.030
O -0.724 0.248 2.920 0.0 -0.1 -0.1 -0.988
C 2.904 2.559 -0.546 -0.4 0.2 0.0 0.652
F 2.115 3.511 -1.102 0.1 -0.1 -0.1 -0.353
F 4.059 2.580 -1.252 0.2 0.0 -0.1 -0.364
F 3.209 3.014 0.687 0.1 0.0 0.1 -0.349
S 2.118 0.865 -0.517 0.0 0.8 0.3 2.382
O 2.204 0.488 -1.900 -0.1 -0.1 -0.4 -0.984
O 3.026 0.187 0.368 0.2 -0.3 0.2 -0.987
O 0.807 1.184 0.010 0.2 -0.3 -0.2 -0.991
C -0.708 2.204 -4.253 0.1 0.0 -0.2 0.668
F -1.605 3.155 -3.932 -0.1 0.1 0.1 -0.345
F -0.492 2.345 -5.598 -0.1 0.0 0.1 -0.369
F 0.434 2.501 -3.652 0.2 0.1 0.1 -0.311
S -1.304 0.505 -3.848 -0.6 0.0 0.3 2.362
O -2.664 0.556 -4.370 0.2 -0.1 0.0 -1.020
O -0.394 -0.319 -4.609 0.1 -0.1 0.0 -0.992
O -1.201 0.447 -2.403 -0.1 0.0 -0.8 -0.985
C -1.007 -5.187 -0.303 0.4 -0.1 -0.2 0.655
F -2.341 -5.177 -0.494 0.1 -0.1 0.0 -0.344
F -0.716 -6.372 0.315 -0.1 0.1 -0.2 -0.367
F -0.433 -5.264 -1.531 -0.3 0.0 0.3 -0.349
S -0.403 -3.727 0.689 -0.4 -0.4 -0.3 2.380
O -0.863 -4.117 2.002 -0.1 0.2 0.1 -0.995
O 1.020 -3.766 0.481 0.1 -0.1 0.0 -0.971
O -1.127 -2.663 0.027 0.1 0.0 0.3 -1.001
```
Positions in Å, forces in eV/Å.


Computed, not measured: 2 unconnected molecules or ions with the total composition C4HF5 in a non-equilibrium geometry, with ωB97M-V with the def2-TZVPD basis set.

Results
Total charge: 0

```
10
Properties=species:S:1:pos:R:3:forces:R:3:nbo_charge:R:1
C -0.402 0.111 -0.208 0.8 -0.4 -1.1 -0.062
C -0.616 -0.292 0.904 0.1 -0.3 0.0 -0.210
C -0.843 -0.315 2.289 -2.0 3.2 1.8 0.686
C -1.618 1.944 2.303 1.1 -3.2 -1.5 0.894
F 0.149 -0.478 3.151 0.4 0.3 -0.8 -0.291
F -1.908 -0.842 2.879 -0.2 -0.8 -0.9 -0.300
F -0.605 2.519 2.889 0.3 1.0 0.7 -0.318
F -2.795 2.288 2.805 0.5 -0.2 0.2 -0.313
F -1.597 2.244 0.994 -0.3 0.4 0.6 -0.336
H -0.041 0.313 -1.221 -0.6 -0.1 0.9 0.251
```
Positions in Å, forces in eV/Å.


Computed, not measured: a single C4HF5OS2 molecule in a non-equilibrium geometry, with ωB97M-V with the def2-TZVPD basis set.

Results
Total charge: 0

```
13
Properties=species:S:1:pos:R:3:forces:R:3:nbo_charge:R:1
C 2.273 0.884 0.261 -2.6 -3.9 -0.5 0.244
C 0.437 -1.032 -0.432 -1.6 1.7 -1.3 -0.008
C -0.447 -0.074 0.494 5.0 1.1 -1.3 0.316
C -1.768 0.262 -0.099 -1.8 0.8 0.2 0.896
O 3.281 1.359 0.526 4.1 2.2 0.8 -0.502
F -0.050 -2.294 -0.281 0.2 -0.4 0.0 -0.336
F -0.376 -0.342 1.812 -0.7 0.1 -1.3 -0.287
F -1.658 0.805 -1.324 0.1 -0.5 0.4 -0.300
F -2.565 -0.834 -0.209 0.5 1.0 0.4 -0.299
F -2.348 1.211 0.684 -0.1 -0.9 -0.4 -0.308
S 2.175 -0.963 0.036 -0.1 0.4 0.0 0.185
S 0.792 1.692 0.099 -3.3 -0.8 0.5 0.178
H 0.255 -0.676 -1.568 0.4 -0.8 2.6 0.220
```
Positions in Å, forces in eV/Å.


Electronic energy list, top to bottom, in Eh: -383.5804, -383.5820, -383.5693, -383.5258, -383.5500, -383.5566, -1282.8038, -499.0276, -498.9990, -4522.2218, -652.1757, -1523.9304
Energy above the lowest of the compared OMol25 structures with the same formula, charge and spin list, top to bottom, in kcal/mol: 16.4, 15.4, 23.4, 50.7, 35.5, 31.3, 4.2, 47.7, 65.6, 0.0, 62.7, 9.0